C13H10BrI | the ωB97M-V functional and the def2-TZVPD basis

ORCA input file:
```
! RIJCOSX wB97M-V def2-TZVPD def2/J DEFGRID3
* xyz 0 3
C 2.25406 -2.66033 -1.26606
C -3.69253 1.44863 0.62054
C 1.31567 -1.88513 -1.94561
C 2.74458 -2.08212 -0.14300
C -3.14761 0.32029 0.03073
C -2.83392 2.30331 1.29604
C 0.90513 -0.64876 -1.45007
C 2.13210 -0.95629 0.41931
C -1.76904 0.07018 -0.03037
C -1.46217 2.05103 1.33800
C 1.17196 -0.22480 -0.14125
C -0.91326 0.99319 0.61201
C 0.49839 0.85352 0.54405
Br 1.63972 2.08959 1.51161
I 5.32174 1.20790 0.07834
H 2.57710 -3.56435 -1.60440
H -4.70435 1.53432 0.57043
H 0.91090 -2.10523 -2.91723
H 3.53447 -2.69043 0.32881
H -3.78522 -0.39866 -0.34540
H -3.24670 3.25461 1.62514
H 0.36947 -0.00693 -2.22180
H 2.47445 -0.71966 1.49284
H -1.36914 -0.83481 -0.46720
H -0.92581 2.65092 2.06456
*
```

Values from the calculation:
<S²>: 2.0386
E_HOMO (alpha / beta): -7.3 / -9.3 eV

---

C13H13DyN4O6PS2 | the ωB97M-V functional and the def2-TZVPD basis

ORCA input file:
```
! RIJCOSX wB97M-V def2-TZVPD def2/J DEFGRID3
* xyz -2 5
Dy 1.10380 0.64655 -0.28554
C -4.30350 1.11990 1.59852
C -4.19567 0.64054 0.16969
O -3.13270 1.35314 -0.48555
P -1.85132 0.54253 -1.04593
S -0.75259 1.92738 -1.90652
S -1.19270 -0.71029 0.32982
O -2.49093 -0.43433 -2.16753
C -3.14916 0.12601 -3.31491
C -2.44342 -0.36247 -4.55804
H -5.12959 0.61171 2.10914
H -4.47602 2.19807 1.63205
H -3.37414 0.90436 2.12983
H -5.10828 0.84873 -0.38959
H -4.01251 -0.43137 0.13899
H -3.13603 1.21223 -3.27190
H -4.18771 -0.20614 -3.28743
H -1.41978 0.01708 -4.57440
H -2.96806 -0.01311 -5.45456
H -2.40528 -1.45408 -4.57463
O 5.82338 -4.45294 1.47696
C 5.52666 -3.56785 2.30802
O 5.89241 -3.40105 3.49521
C 4.53172 -2.51606 1.79206
C 4.09749 -1.48370 2.61330
C 3.19861 -0.56110 2.11709
N 2.73230 -0.60068 0.86441
C 3.16820 -1.58144 0.05956
C 4.04533 -2.55874 0.49371
C 2.70414 -1.54929 -1.40052
O 2.88771 -2.53385 -2.09071
O 2.17742 -0.41963 -1.77395
H 4.47876 -1.43086 3.62411
H 2.82141 0.24827 2.73010
H 4.35836 -3.34128 -0.18149
N -1.30243 6.07620 2.64498
C -0.57863 5.16313 2.63878
N 0.25963 4.15811 2.75297
C 0.67538 3.31234 1.87968
N 1.12770 2.50403 1.16422
*
```

Values from the calculation:
<S²>: 7.0143
Energy relative to the best compared isomer or geometry (same formula, charge and spin): 1.14 kcal/mol
E_HOMO (alpha / beta): -3.4 / -0.1 eV

---

C15H12F2N8S | the ωB97M-V functional and the def2-TZVPD basis

ORCA input file:
```
! RIJCOSX wB97M-V def2-TZVPD def2/J DEFGRID3
* xyz 0 1
F -0.77639 -2.81830 -3.31583
F -0.84795 -0.53800 -3.59584
N 1.33539 3.66575 -0.85765
N 1.66627 4.91021 -1.18113
N -2.02160 -2.24962 -0.74652
N -1.68190 -0.53437 0.67969
N 4.83187 3.34347 -1.12159
S 1.55346 0.47819 0.20524
C -1.21821 -1.40197 -1.35864
C -0.98140 -0.33875 -0.39610
C 5.11002 2.10973 -0.71122
C 3.55459 3.68072 -1.14058
C -5.18147 -3.26432 3.15380
C -4.57165 -2.06466 3.41207
C -4.86997 -3.94168 2.02197
C 4.14721 1.17186 -0.37041
C -3.60184 -1.50960 2.51741
C -3.90985 -3.44138 1.13897
C 2.47698 2.87448 -0.80804
C 2.78717 1.59005 -0.39183
C -3.25860 -2.21497 1.34518
N 6.41161 1.80510 -0.57532
N 2.99385 4.88484 -1.36068
N -2.29933 -1.69887 0.42984
C -0.52027 -1.57162 -2.75067
C -0.07626 0.85547 -0.56482
H -5.91452 -3.70242 3.82668
H -4.83398 -1.55011 4.34830
H -5.35432 -4.91382 1.79440
H 4.46172 0.20754 -0.00409
H -3.08606 -0.55576 2.71653
H -3.60688 -3.98747 0.23159
H 6.58253 1.16712 0.17093
H 7.00585 2.63653 -0.63520
H 3.55085 5.62809 -1.74163
H 0.54486 -1.47617 -2.61588
H 0.12823 1.04415 -1.62791
H -0.53004 1.72052 -0.12100
*
```

Values from the calculation:
E_HOMO: -8.7 eV

---

C2H4BFO2 | the ωB97M-V functional and the def2-TZVPD basis

ORCA input file:
```
! RIJCOSX wB97M-V def2-TZVPD def2/J DEFGRID3
* xyz 0 1
B -0.94122 0.12653 0.09660
C 0.44706 0.75718 0.31932
C 2.21304 -0.31075 0.00196
O -2.00084 0.95543 -0.34766
O -1.07316 -1.23798 0.29206
F 3.28155 0.44529 -0.06660
H 0.63312 1.83395 0.30068
H 2.28088 -1.33071 -0.45503
H -2.96142 0.61447 -0.24947
H -1.87900 -1.85341 0.10814
*
```

Values from the calculation:
Energy relative to the best compared isomer or geometry (same formula, charge and spin): 114.37 kcal/mol
E_HOMO (alpha / beta): -8.3 / -9.2 eV

---

C7H16O2 | the ωB97M-V functional and the def2-TZVPD basis

ORCA input file:
```
! RIJCOSX wB97M-V def2-TZVPD def2/J DEFGRID3
* xyz 0 1
C 0.55859 0.68236 0.21882
C -0.38077 -0.17062 0.87374
C 0.30765 -0.05691 -1.60256
C -0.06219 0.44650 2.69854
C -1.86780 -0.01561 0.67169
C 1.53160 0.48310 -2.32171
C 0.17219 -1.55436 -1.77679
O 0.34385 2.04120 0.18037
O -0.59400 -0.55243 3.54625
H -0.57681 2.21882 -0.06762
H 0.04464 -1.27804 3.58551
H 1.60604 0.47881 0.42805
H -0.05518 -1.20602 0.93727
H -0.59014 0.45783 -1.95576
H -0.64016 1.36034 2.83817
H 0.99612 0.62355 2.90727
H -2.17531 1.02787 0.55915
H -2.20551 -0.56170 -0.21183
H -2.39351 -0.41526 1.54396
H 1.50147 0.26974 -3.40041
H 1.62276 1.56716 -2.21180
H 2.44911 0.02441 -1.93272
H 0.20689 -1.84973 -2.83636
H 0.98348 -2.08858 -1.26906
H -0.78302 -1.93240 -1.40217
*
```

Values from the calculation:
Energy relative to the best compared isomer or geometry (same formula, charge and spin): 83.46 kcal/mol
E_HOMO: -7.6 eV

---

C21H36FeP2Te | the ωB97M-V functional and the def2-TZVPD basis

ORCA input file:
```
! RIJCOSX wB97M-V def2-TZVPD def2/J DEFGRID3
* xyz 0 5
P 0.31931 -2.13654 0.36897
P -0.18517 2.33507 0.64038
C 0.18463 -0.47702 -0.91334
C 0.49152 1.06115 -0.62602
H -0.77011 -0.62525 -1.44528
H 1.04496 -0.79941 -1.51040
H 1.57228 1.22756 -0.77983
H -0.05024 1.59205 -1.41189
C -1.76904 3.01938 0.06302
H -2.13767 3.69837 0.84440
H -2.50133 2.21378 -0.08072
H -1.61845 3.56719 -0.87870
C 1.08076 3.61272 0.44322
H 0.80775 4.26290 -0.40431
H 2.05778 3.14767 0.25495
H 1.13583 4.20012 1.37074
C -0.89417 -3.32423 -0.20828
H -0.95804 -4.11990 0.54746
H -0.60477 -3.76065 -1.17706
H -1.87983 -2.84837 -0.30875
C 1.96977 -2.75582 -0.01449
H 2.69823 -1.93798 0.02251
H 2.00114 -3.21434 -1.01049
H 2.23116 -3.50956 0.74060
Fe -0.27256 0.04203 0.83003
C 0.49267 1.46115 -3.45656
C -0.85350 1.49215 -3.28615
C -1.80554 0.78515 -4.19076
C -1.41010 -0.68385 -4.52406
C -0.63122 -1.40451 -3.47257
C 0.71999 -1.47342 -3.45440
C 1.61566 -0.68761 -4.36369
C 1.20035 0.79900 -4.59098
C 0.14959 -2.00185 2.18679
H 1.17243 2.08010 -2.85260
H -1.33207 2.23547 -2.63373
H -1.88599 1.35591 -5.13044
H -2.80900 0.78833 -3.74292
H -2.34082 -1.24731 -4.68842
H -0.85046 -0.69237 -5.47009
H -1.23866 -2.00014 -2.77799
H 1.23495 -2.23912 -2.85609
H 1.66319 -1.19569 -5.34039
H 2.64160 -0.69414 -3.96326
H 2.12645 1.37397 -4.76133
H 0.60628 0.87700 -5.51134
H 0.94715 -1.43866 2.69666
H 0.23551 -3.05011 2.49669
H -0.83537 -1.64811 2.53087
Te -0.41713 1.49166 2.99653
C -0.23159 0.59934 5.08293
C -1.44048 0.38956 5.74717
C -1.42273 -0.05727 7.08910
C -0.19816 -0.26650 7.73533
C 1.00746 -0.03300 7.06256
C 0.99181 0.41426 5.72003
H -2.37853 0.59008 5.22186
H -2.36057 -0.22827 7.61549
H -0.18837 -0.60727 8.77319
H 1.95384 -0.18703 7.57576
H 1.91768 0.63218 5.18014
*
```

Values from the calculation:
<S²>: 6.0683
E_HOMO (alpha / beta): -3.5 / -5.8 eV

---

C4H6N2O3 | the ωB97M-V functional and the def2-TZVPD basis

ORCA input file:
```
! RIJCOSX wB97M-V def2-TZVPD def2/J DEFGRID3
* xyz 0 1
C -0.69671 1.64682 0.00683
C -1.00175 0.38580 -0.59157
C 0.03265 -0.58607 0.05775
C 0.96738 0.50241 0.90958
N 0.33723 1.76530 0.71453
N -0.92370 3.58121 -1.11950
O -1.57194 2.72023 -0.30776
O -1.27571 4.71658 -1.12890
O 0.03329 3.08241 -1.67105
H -1.95122 -0.01119 -0.46513
H -0.74807 0.41094 -1.71235
H -0.38600 -1.18004 0.88202
H 0.71462 -1.20158 -0.70449
H 1.07038 0.28482 1.88736
H 2.05998 0.43733 0.55055
*
```

Values from the calculation:
Energy relative to the best compared isomer or geometry (same formula, charge and spin): 150.46 kcal/mol
E_HOMO: -10.4 eV

---

C5H8S3 | the ωB97M-V functional and the def2-TZVPD basis

ORCA input file:
```
! RIJCOSX wB97M-V def2-TZVPD def2/J DEFGRID3
* xyz 0 1
C 1.10309 -0.43165 -0.28617
C 0.74857 -0.30989 1.13202
C -0.61463 0.52325 0.85546
C -0.08010 0.18516 -1.08239
C -1.23786 -0.40351 -0.16301
H 3.04981 1.23667 -0.15210
H 0.89734 -1.48498 -0.26155
H 1.61127 0.01019 1.87613
H 0.51980 -1.27720 1.40443
H -1.35646 0.74023 1.71477
H -0.15753 0.13862 -2.06960
H -0.97445 -1.42254 0.04118
H -3.09775 0.99996 -1.00828
S 2.82694 -0.06345 -0.89714
S -0.36369 1.92288 -0.34770
S -2.87434 -0.36373 -0.75605
*
```

Values from the calculation:
Energy relative to the best compared isomer or geometry (same formula, charge and spin): 66.92 kcal/mol
E_HOMO: -9.0 eV

---

C2H4N4O5 | the ωB97M-V functional and the def2-TZVPD basis

ORCA input file:
```
! RIJCOSX wB97M-V def2-TZVPD def2/J DEFGRID3
* xyz 0 1
C -2.95099 0.49795 -0.31315
C 1.50765 0.15572 0.26523
N 0.31633 0.11664 0.58868
N -2.56353 -0.64729 -0.03418
N 2.43769 -1.07561 0.11657
N 2.00745 1.42546 -0.13493
O 3.28359 -1.14572 0.98299
O 3.06801 1.45664 -0.70328
O -0.19486 -1.08236 0.68738
O 2.32295 -1.77218 -0.86506
O 1.26510 2.31601 0.15766
H -3.75497 0.83037 -0.99325
H -2.20344 1.26870 -0.02551
H -1.38068 -0.87049 0.46933
H -3.16029 -1.47383 -0.19848
*
```

Values from the calculation:
Energy relative to the best compared isomer or geometry (same formula, charge and spin): 77.86 kcal/mol
E_HOMO: -10.0 eV

---

C6H6LiMnO2 | the ωB97M-V functional and the def2-TZVPD basis

ORCA input file:
```
! RIJCOSX wB97M-V def2-TZVPD def2/J DEFGRID3
* xyz 3 6
C -0.72597 2.14766 -0.09408
C -1.20879 0.89574 -0.33735
C -1.14141 -0.31571 0.49697
H -0.97943 2.94060 -0.80577
H -0.35295 2.43846 0.89433
H -1.60198 0.67847 -1.33533
H -2.09174 -0.87027 0.51426
C -0.70793 -0.15608 1.82064
O -0.32174 -0.05468 2.87675
O 1.87035 -0.24048 -0.78903
C 1.16585 -1.29012 -0.85233
C 0.06587 -1.82172 -0.36931
Mn 1.22122 1.53546 -1.29854
Li 3.76807 -0.60508 -0.04100
H 1.03077 -2.65649 -1.04232
H 0.00983 -2.62578 0.36210
*
```

Values from the calculation:
<S²>: 8.7548
E_HOMO (alpha / beta): -21.0 / -21.2 eV

---

C25H26N9O2PbS2 | the ωB97M-V functional and the def2-TZVPD basis

ORCA input file:
```
! RIJCOSX wB97M-V def2-TZVPD def2/J DEFGRID3
* xyz 1 1
Pb -0.79767 -0.21189 -1.16378
O -1.36922 0.77098 3.64627
C -1.53588 -0.56109 3.88742
C -2.13422 -0.99126 5.06791
C -2.25149 -2.33977 5.34421
C -1.75934 -3.28513 4.45134
C -1.16549 -2.85864 3.28188
C -1.05706 -1.49982 2.96869
C -0.46975 -1.10813 1.67434
O -0.83416 -0.00315 1.12585
N 0.37732 -1.95592 1.11525
N 0.78156 -1.50264 -0.09820
C 1.90309 -1.86515 -0.57608
C 2.40440 -1.26610 -1.81592
C 3.54286 -1.74353 -2.44114
C 3.99180 -1.08698 -3.57775
C 3.29900 0.02157 -4.02601
C 2.16283 0.42549 -3.33720
N 1.72430 -0.20094 -2.25096
H -1.77562 1.26005 4.37021
H -2.49906 -0.25448 5.77509
H -2.72256 -2.65409 6.26607
H -1.84265 -4.34063 4.66798
H -0.77613 -3.57525 2.57201
H 2.51888 -2.56027 -0.01266
H 4.05437 -2.61459 -2.05483
H 4.85926 -1.44925 -4.11086
H 3.60784 0.55611 -4.91298
H 1.58271 1.27764 -3.66994
S -3.27941 0.23575 -1.09449
C -3.38469 -1.45181 -0.66156
C -4.59313 -2.12269 -0.46891
C -4.55123 -3.46301 -0.14903
C -3.32697 -4.11699 -0.02859
C -2.17799 -3.38775 -0.22738
N -2.21632 -2.08437 -0.52765
H -5.53044 -1.59719 -0.57664
H -5.47491 -4.00596 0.00220
H -3.26885 -5.16800 0.21265
H -1.19319 -3.82858 -0.14088
N -0.97772 -1.23079 -3.11083
C -0.29400 -1.36621 -4.06913
N 0.35495 -1.43456 -5.13881
C 1.33428 -2.32236 -5.30555
N 2.22295 -3.03494 -5.48885
C 2.68754 4.30312 -2.28478
C 1.42905 4.82831 -1.61543
N 1.15006 4.15022 -0.34354
C 0.50052 2.99879 -0.18885
S -0.29263 2.32260 -1.58272
N 0.43038 2.43831 1.00687
C 1.01303 2.98677 2.23076
C 0.16297 4.09241 2.84273
H 2.85623 4.82537 -3.22603
H 2.59418 3.23749 -2.49245
H 3.56203 4.45503 -1.65140
H 0.56003 4.71779 -2.26060
H 1.52094 5.88786 -1.38236
H 1.55217 4.56100 0.48343
H -0.16136 1.61342 1.11432
H 2.03340 3.32188 2.02639
H 1.10095 2.15071 2.92216
H 0.04282 4.94031 2.16749
H 0.62301 4.45490 3.76150
H -0.82857 3.71006 3.07976
*
```

Values from the calculation:
Energy relative to the best compared isomer or geometry (same formula, charge and spin): 3.45 kcal/mol
E_HOMO: -11.1 eV

---

C6H10OS | the ωB97M-V functional and the def2-TZVPD basis

ORCA input file:
```
! RIJCOSX wB97M-V def2-TZVPD def2/J DEFGRID3
* xyz 0 3
C -1.42276 0.57109 -0.13306
C -0.22606 1.40379 -0.60302
C -0.68966 -0.76261 0.21302
C 1.16041 0.59537 -0.51440
C -1.28859 -2.16755 -0.02648
C 2.07377 0.89930 0.66253
O 0.68371 -0.71522 -0.16635
S -3.11796 0.74048 0.17011
H -0.59386 1.79873 -1.66512
H -0.21611 2.29117 -0.11849
H -0.54601 -0.80673 1.37291
H 1.55869 0.45154 -1.44161
H -1.50275 -2.22411 -1.01379
H -2.08274 -2.23771 0.57630
H -0.54329 -2.79766 0.15962
H 2.67735 1.80488 0.40391
H 2.70693 0.01721 0.73685
H 1.36892 1.13802 1.38706
*
```

Values from the calculation:
<S²>: 2.0061
Energy relative to the best compared isomer or geometry (same formula, charge and spin): 17.03 kcal/mol
E_HOMO (alpha / beta): -6.8 / -9.2 eV

---

Values of energy, in order: -91783.6245 -86987.8532 -43939.2375 -9624.3874 -11610.6318 -82608.3855 -13362.4540 -37817.2662 -18327.0308 -41902.0130 -70764.9200 -19261.8664, all in eV.